Formula: C6H6F2N2
Source: the Open Molecules 2025 dataset
Level of theory: the ωB97M-V functional and the def2-TZVPD basis

Cartesian coordinates (Å):
C 1.8802 0.4552 1.6296
C 0.0430 0.3463 -0.0581
C 0.9712 -1.5327 0.2076
C 1.4464 -0.0417 0.3130
C -0.4133 -1.0830 -0.2491
C -1.8247 1.5557 -0.6397
N 2.2569 0.6979 2.6676
N -0.4390 1.4560 -0.3058
F -1.5399 -1.5843 0.3174
F -0.6110 -1.2167 -1.6924
H 1.7199 -2.0720 -0.3868
H 0.8842 -2.1221 1.2052
H 2.1498 0.3413 -0.5318
H -2.3632 1.7736 0.2642
H -2.2574 0.6543 -1.3284
H -1.9032 2.3724 -1.4126

As for the energy above the lowest of the compared OMol25 structures with the same formula, charge and spin: 195.3 kJ/mol. As for the HOMO energy: -0.37741 hartree. Its charge is 0. For the gap between HOMO and LUMO, the calculation gives 10.37 eV. The lowest unoccupied orbital energy is 0.11 eV.